Below is a 2-piece molecular cluster, C6H16N2 overall, with properties calculated with the ωB97M-V functional and the def2-TZVPD basis.

Geometry (Å):
C 1.0431 -0.0796 1.8138
C -0.1055 -0.6983 1.5297
C -0.1877 -2.1887 1.3664
C -1.4310 0.0043 1.6080
H 1.0616 0.9645 2.0861
H 1.9652 -0.6251 1.9320
H 0.8038 -2.6345 1.3110
H -0.7503 -2.4467 0.4681
H -0.7055 -2.6291 2.2172
H -2.0397 -0.2292 0.7338
H -1.3055 1.0829 1.6752
H -1.9852 -0.3336 2.4845
N -0.9408 1.9658 -1.6820
C -0.3076 0.9019 -2.4407
C 0.6720 0.0179 -1.6508
N 1.7406 0.7962 -1.0645
H -1.3870 1.5828 -0.8510
H -0.2378 2.6289 -1.3767
H 0.2279 1.3645 -3.2713
H -1.0967 0.2669 -2.8543
H 0.1126 -0.5276 -0.8384
H 1.1026 -0.7270 -2.3243
H 2.3716 0.1506 -0.5472
H 1.3791 1.3922 -0.3245

Forces on atoms 1 to 3 (eV/Å):
-0.6 -0.3 0.3
0.3 0.0 1.0
0.2 0.1 -0.2

Results
spin multiplicity	1
LUMO energy	0.827	eV
frontier orbital gap	9.84	eV

***

Below is one molecule with the formula C19H20BF3N2O4, with properties calculated with the ωB97M-V functional and the def2-TZVPD basis.

Geometry (Å):
O 0.4319 -3.9440 0.8066
C 0.1775 -2.8411 1.2816
C 1.2481 -2.0318 2.0085
C 1.9086 -1.0283 1.0815
C 2.3752 -1.5130 -0.1391
C 2.8591 -0.6854 -1.1241
C 2.8549 0.6953 -0.9202
C 2.4416 1.1826 0.3001
C 1.9833 0.3220 1.3131
B 1.5815 1.2018 2.5784
O 0.3086 1.7394 2.6832
O 2.5309 1.3774 3.6000
N -1.0666 -2.2762 1.1599
C -1.4280 -0.9396 1.7085
C -2.4416 -0.1408 0.8466
C -2.7377 -0.9133 -0.4671
O -1.5938 -0.9594 -1.3688
C -1.1643 0.3311 -1.7243
C -0.0311 0.3887 -2.5397
C 0.5205 1.5954 -2.8750
C -0.0741 2.7201 -2.3476
C 0.5605 4.0855 -2.5713
F 1.1055 4.1161 -3.8062
F 1.5587 4.1972 -1.6274
F -0.3520 5.0788 -2.4495
C -1.2404 2.5699 -1.6362
N -1.7829 1.4262 -1.2724
C -3.2119 -2.3525 -0.1522
C -2.0883 -3.1185 0.5664
H 2.0122 -2.6935 2.4141
H 0.8360 -1.5353 2.8929
H 2.3713 -2.5856 -0.3288
H 3.2930 -1.0364 -2.0438
H 3.2124 1.3274 -1.7250
H 2.4187 2.2124 0.5435
H 0.3602 2.3553 3.4397
H 3.3345 0.8053 3.6261
H -1.9047 -1.1340 2.6780
H -0.5528 -0.3289 1.9255
H -3.3509 0.0402 1.4098
H -1.9970 0.8563 0.5576
H -3.4814 -0.3654 -1.0902
H 0.2911 -0.5369 -2.9865
H 1.3330 1.6478 -3.5579
H -1.7452 3.4815 -1.3025
H -3.4920 -2.9059 -1.0707
H -4.1142 -2.3041 0.4500
H -1.6142 -3.8261 -0.1511
H -2.4437 -3.7575 1.4056

Forces on atoms 1 to 3 (eV/Å):
0.0 0.4 0.4
-0.3 0.0 -0.2
0.2 0.5 0.6

Results
spin multiplicity	1
LUMO energy	0.347	eV
frontier orbital gap	9.11	eV

***

Below is an isolated ion of composition C5H8N and charge +1, with properties calculated with the ωB97M-V functional and the def2-TZVPD basis.

Geometry (Å):
C -0.0817 -0.8458 0.0422
C -1.3814 -0.9075 0.1107
C 1.3514 -1.2895 0.0424
C -2.3308 0.2420 0.0912
C 1.9860 1.0847 -0.2089
N 1.1690 -0.0642 -0.1577
H -1.7887 -1.8834 0.3183
H 2.0006 -2.2478 -0.0985
H -2.5894 0.6612 -0.9445
H -1.8042 1.0803 0.7002
H -3.2684 -0.0009 0.5494
H 2.9109 0.6450 -0.5332
H 2.1510 1.5362 0.8113
H 1.6756 1.9896 -0.7231

Forces on atoms 1 to 3 (eV/Å):
11.4 0.3 -0.7
-4.9 0.7 0.2
-2.1 -10.6 2.0

Results
spin multiplicity	3
LUMO energy (spin up / spin down)	-3.256 / -8.117	eV
frontier orbital gap (spin up / spin down)	8.30 / 8.32	eV
total charge	+1

***

Below is one molecule with the formula C3H5NO2, with properties calculated with the ωB97M-V functional and the def2-TZVPD basis.

Geometry (Å):
N 2.0407 1.2883 0.4109
C 0.9950 0.5939 0.3794
O -0.1410 0.9546 1.0486
C -1.1748 0.2526 0.3803
C -0.5133 -1.0742 0.0803
O 0.7820 -0.5697 -0.3046
H 2.7810 0.8622 -0.1406
H -1.3961 0.7026 -0.6290
H -2.1953 0.5323 0.5740
H -0.3442 -1.8188 0.8697
H -0.9997 -1.5313 -0.7762

Forces on atoms 1 to 3 (eV/Å):
-0.3 -0.3 -0.1
0.2 0.3 0.1
-0.1 0.2 -0.3

Results
spin multiplicity	1
LUMO energy	0.781	eV
frontier orbital gap	10.75	eV

***

Below is a 2-piece molecular cluster, C2ClN2O6 overall, with properties calculated with the ωB97M-V functional and the def2-TZVPD basis.

Geometry (Å):
C -2.4959 -0.2752 0.4298
C 1.1376 0.2886 -0.1014
N 0.0579 0.7672 -0.8114
N 1.4664 -0.9183 0.3504
O -1.7754 0.1002 1.1916
O -0.2006 1.9966 -0.9317
O 0.8713 -1.8968 -0.1019
O -3.2922 -0.7517 -0.2365
O -0.5499 -0.1788 -1.3784
O 2.5139 -0.9966 1.0629
Cl 2.2670 1.8647 0.5266

Forces on atoms 1 to 3 (eV/Å):
-2.1 -1.7 -1.9
1.4 6.1 1.0
0.4 -0.5 -0.8

Results
spin multiplicity	1
LUMO energy	3.324	eV
frontier orbital gap	8.58	eV
total charge	-1

***

Below is an isolated ion of composition C4H10N3O2 and charge +1, with properties calculated with the ωB97M-V functional and the def2-TZVPD basis.

Geometry (Å):
N -0.6405 -0.4296 1.8542
C -1.4268 -1.2051 0.9831
C -0.8081 -1.2833 -0.3886
O -0.7989 0.0071 -0.8801
C 0.1327 0.7919 -0.6358
N -0.2912 2.0348 -0.4638
C 1.5538 0.4779 -0.4290
N 2.1709 0.5740 -1.6600
O 2.0681 0.1299 0.6125
H -1.1250 0.2444 2.3931
H 0.1337 -0.8832 2.4052
H -2.4747 -0.7168 0.9529
H -1.3623 -2.2111 1.4041
H 0.2017 -1.7205 -0.3665
H -1.2972 -1.8441 -1.1432
H 0.2037 2.6249 0.1889
H -1.1983 2.3358 -0.6941
H 1.7858 0.6698 -2.6091
H 3.1725 0.4033 -1.5237

Forces on atoms 1 to 3 (eV/Å):
2.7 0.8 0.8
-1.4 -0.6 0.6
0.9 -2.1 0.1

Results
spin multiplicity	1
LUMO energy	-4.173	eV
frontier orbital gap	8.89	eV
total charge	+1

***

These records have E values of -347.6834, -1471.0683, -249.5488, -322.5011, -1097.2255, -472.8833 a.u., in the order they appear.
These records have energy relative to the best compared isomer or geometry (same formula, charge and spin) values of 108.74, 0.00, 386.58, 192.15, 380.93, 136.22 kJ/mol, in the order they appear.